Entry 1:
The following is a quantum chemistry calculation of a molecular structure, C20H47NO2P2Ru, from the Open Molecules 2025 dataset.

Computed properties:
Molecular weight (g/mol): 496.619
Strongest force on any atom (hartree/bohr): 0.12755
Spin multiplicity: 5
E_HOMO (spin up / spin down) (eV): -20.2 / -22.7
Energy (eV): -48197.6731
Charge: +4

```
73
Properties=species:S:1:pos:R:3:mulliken_charge:R:1
Ru 0.103 0.104 0.191 -0.6403
C -1.777 -0.101 -0.437 0.1825
O -2.880 -0.226 -0.807 -0.2274
C -0.351 0.191 2.177 0.2630
O -0.695 0.197 3.291 -0.2064
P 0.242 -2.393 0.263 0.4285
C 1.703 -3.111 1.186 0.4994
H 1.578 -4.199 1.183 0.6509
C -1.238 -3.340 0.955 0.8930
H -1.535 -2.715 1.808 0.5289
C 0.444 -3.148 -1.445 0.4333
H 1.361 -2.665 -1.803 0.5996
C -0.423 3.094 -1.847 0.3958
P -0.194 2.576 -0.056 0.7991
H 0.869 4.654 0.615 0.8792
H 0.507 2.741 -2.310 0.5707
C -1.678 3.377 0.793 0.7797
H -1.840 4.273 0.179 0.5163
C -2.441 -3.466 0.005 -1.5373
H -2.407 -4.411 -0.547 0.4214
H -2.507 -2.652 -0.718 0.3133
H -3.365 -3.467 0.596 0.4564
C -0.877 -4.726 1.505 -1.4861
H -1.774 -5.357 1.514 0.4255
H -0.486 -4.670 2.522 0.3969
H -0.126 -5.220 0.882 0.4079
C 0.640 -4.670 -1.509 -1.6110
H 1.407 -5.031 -0.817 0.4396
H 0.948 -4.952 -2.523 0.4403
H -0.294 -5.198 -1.295 0.3995
C -0.695 -2.727 -2.383 -1.3527
H -0.313 -2.639 -3.407 0.4337
H -1.124 -1.766 -2.093 0.2241
H -1.500 -3.470 -2.393 0.4332
C 3.028 -2.771 0.493 -1.2316
H 3.337 -3.548 -0.212 0.2995
H 3.820 -2.659 1.241 0.4360
H 2.953 -1.828 -0.060 0.2626
C 1.710 -2.623 2.641 -1.6433
H 1.919 -1.549 2.688 0.2942
H 2.488 -3.148 3.208 0.5289
H 0.751 -2.792 3.140 0.3683
C -0.558 4.599 -2.118 -1.6316
H -0.016 5.214 -1.394 0.4519
H -1.608 4.908 -2.116 0.4579
H -0.155 4.825 -3.113 0.4037
C -1.583 2.336 -2.507 -1.2047
H -2.542 2.593 -2.044 0.2574
C 1.814 3.141 1.818 -1.7400
H -1.451 1.255 -2.437 0.0742
H -1.643 2.609 -3.566 0.5028
C 2.350 3.671 -0.592 -1.3369
H 2.635 2.435 1.655 0.5350
H 2.200 3.987 2.398 0.4300
H 1.058 2.630 2.421 0.3082
C 1.253 3.636 0.479 0.1336
H 3.320 3.875 -0.123 0.4648
H 2.169 4.443 -1.344 0.3617
H 2.425 2.708 -1.111 0.1598
C -1.444 3.823 2.246 -1.2870
H -1.264 2.961 2.896 0.3516
H -2.344 4.329 2.615 0.4123
H -0.605 4.513 2.356 0.3947
C -2.956 2.533 0.720 -1.3989
H -3.093 2.087 -0.266 0.2012
H -3.823 3.169 0.935 0.5135
H -2.944 1.724 1.457 0.3133
H 1.819 0.715 0.750 -0.2151
H 1.893 -0.126 0.804 0.5037
N 1.282 0.436 -1.555 -0.4815
H 0.779 0.757 -2.401 0.2615
H 1.495 -0.534 -1.853 0.0374
H 2.251 0.774 -1.424 0.3003
```


Entry 2:
The following is a quantum chemistry calculation of 8 unconnected molecules or ions with the total composition C20H48O12S6, from the Open Molecules 2025 dataset.

Computed properties:
Molecular weight (g/mol): 672.994
Strongest force on any atom (hartree/bohr): 0.07517
E_HOMO (eV): -8.5
Energy (eV): -111091.4728

```
86
Properties=species:S:1:pos:R:3:mulliken_charge:R:1
C -7.535 4.125 5.796 -1.3476
C -8.044 5.269 4.921 0.4565
C -7.239 5.590 3.658 -0.4111
O -8.218 5.711 2.638 -0.3262
C -9.448 5.355 3.064 0.6663
O -10.416 5.057 2.388 -0.5341
O -9.343 4.972 4.385 -0.3626
H -6.457 4.037 5.935 0.3707
H -7.791 3.179 5.319 0.3673
H -8.089 4.203 6.732 0.3224
H -8.068 6.228 5.437 0.2393
H -6.492 4.809 3.522 0.2655
H -6.743 6.551 3.796 0.2936
C -1.978 3.346 -1.302 -1.3506
C -1.006 2.498 -0.439 0.3267
C -1.257 1.009 -0.212 -0.3136
O 0.094 0.502 -0.332 -0.3233
C 0.939 1.394 -0.847 0.7097
O 2.133 1.240 -1.081 -0.5979
O 0.263 2.444 -1.119 -0.3518
H -2.801 3.549 -0.618 0.3800
H -2.419 2.804 -2.138 0.3320
H -1.658 4.327 -1.652 0.3478
H -0.736 3.072 0.448 0.2649
H -1.953 0.610 -0.950 0.2970
H -1.705 0.916 0.777 0.2783
C -2.482 -5.031 5.726 -0.9193
S -2.258 -3.784 7.124 0.4798
O -1.151 -2.857 6.601 -0.6062
C -3.797 -2.828 6.680 -0.8499
H -2.618 -4.687 4.701 0.3104
H -3.328 -5.670 5.979 0.3583
H -1.623 -5.683 5.884 0.3137
H -4.044 -2.146 7.494 0.3170
H -4.654 -3.494 6.580 0.3203
H -3.584 -2.300 5.750 0.2761
C -9.558 -1.240 2.084 -0.8906
S -8.282 -0.584 0.884 0.4725
O -7.063 -0.252 1.764 -0.6052
C -7.640 -2.236 0.437 -0.8877
H -9.723 -0.415 2.777 0.3153
H -9.090 -1.944 2.773 0.2934
H -10.457 -1.639 1.614 0.3443
H -7.199 -2.728 1.304 0.3090
H -6.965 -2.068 -0.402 0.2899
H -8.416 -2.934 0.124 0.3582
C 1.784 4.246 -7.323 -0.9848
S 1.168 3.283 -8.750 0.4937
O 2.373 2.494 -9.187 -0.5907
C 0.013 2.165 -7.809 -0.9549
H 1.069 4.880 -6.800 0.3699
H 2.699 4.786 -7.568 0.3395
H 2.242 3.679 -6.513 0.3232
H -0.757 2.752 -7.310 0.3434
H 0.398 1.632 -6.940 0.3324
H -0.582 1.476 -8.409 0.3284
C 10.396 -3.886 2.591 -0.9445
S 11.296 -2.804 1.459 0.4857
O 12.228 -3.662 0.607 -0.6150
C 9.852 -2.687 0.343 -0.8775
H 11.152 -4.093 3.349 0.3178
H 10.317 -4.870 2.128 0.3356
H 9.552 -3.436 3.113 0.3546
H 9.025 -2.240 0.894 0.3400
H 9.608 -3.700 0.023 0.2925
H 10.219 -2.056 -0.466 0.3115
C 2.683 -5.676 0.242 -0.9020
S 3.575 -6.038 1.785 0.4901
O 5.031 -6.361 1.495 -0.5934
C 3.386 -4.277 2.379 -0.9067
H 2.543 -6.561 -0.380 0.3044
H 3.188 -4.894 -0.326 0.3206
H 1.725 -5.213 0.476 0.3337
H 3.880 -3.604 1.678 0.3057
H 3.822 -4.159 3.371 0.3071
H 2.329 -4.010 2.398 0.3404
C 8.875 1.087 -8.774 -0.8863
S 8.829 2.363 -7.460 0.4824
O 7.959 3.573 -7.727 -0.5897
C 7.987 1.416 -6.087 -0.9142
H 9.575 0.256 -8.683 0.3495
H 9.172 1.551 -9.715 0.3159
H 7.874 0.660 -8.815 0.2850
H 8.059 1.988 -5.162 0.2997
H 8.432 0.436 -5.913 0.3396
H 6.923 1.224 -6.218 0.3186
```


Entry 3:
The following is a quantum chemistry calculation of 3 unconnected molecules or ions with the total composition C20H50BClN4O6, from the Open Molecules 2025 dataset.

Computed properties:
Molecular weight (g/mol): 488.907
Strongest force on any atom (hartree/bohr): 0.03819
SMILES: C[C@@H](Cl)CCOC[C@@H](N)B(O)N(C)C.COCCNCCOC.COCCNCCOC
E_HOMO (eV): -8.6
Energy (eV): -52992.4381

```
82
Properties=species:S:1:pos:R:3:mulliken_charge:R:1
C -1.337 -0.389 1.969 -0.9498
C -0.611 -0.579 0.600 0.2953
Cl 0.395 -2.107 0.786 -0.2377
C -1.651 -0.861 -0.540 -0.8821
C -1.833 0.373 -1.513 -0.7629
O -3.140 0.929 -1.479 -0.3582
C -3.218 2.162 -0.776 -1.1538
C -4.068 2.095 0.543 0.7390
N -4.845 3.375 0.613 -0.7991
B -4.995 0.783 0.669 0.5552
O -4.749 -0.067 1.783 -0.5807
N -6.099 0.429 -0.257 -0.2186
C -7.277 -0.042 0.530 -1.0594
C -5.711 -0.741 -1.115 -0.7933
H -1.715 0.650 2.090 -0.0090
H -2.199 -1.071 2.078 0.3028
H -0.640 -0.602 2.807 0.3276
H 0.048 0.282 0.393 0.3789
H -1.314 -1.717 -1.154 0.4713
H -2.603 -1.144 -0.054 0.2343
H -1.694 -0.030 -2.539 0.4687
H -1.012 1.099 -1.352 0.4723
H -2.236 2.610 -0.524 0.3804
H -3.724 2.886 -1.455 0.3998
H -3.327 2.138 1.388 0.0906
H -5.166 3.443 1.574 0.2543
H -4.185 4.127 0.435 0.2536
H -4.105 0.381 2.332 0.3339
H -7.043 -0.992 1.069 0.3618
H -7.569 0.685 1.311 0.2591
H -8.114 -0.269 -0.158 0.3484
H -6.336 -1.630 -0.911 0.4001
H -5.868 -0.447 -2.174 0.2137
H -4.657 -1.042 -0.947 0.2177
C -0.690 2.328 -4.402 -0.2166
O 0.678 2.507 -4.071 -0.3685
C 1.320 1.315 -3.627 -0.5867
C 2.330 0.827 -4.655 -0.2064
N 1.664 0.313 -5.849 -0.3241
C 2.564 0.076 -6.978 -0.6998
C 3.305 1.279 -7.570 -0.4685
O 2.466 2.213 -8.230 -0.4273
C 1.852 3.170 -7.385 -0.5073
H -1.132 3.313 -4.553 0.2614
H -0.801 1.756 -5.328 0.2606
H -1.228 1.831 -3.593 -0.0566
H 0.598 0.533 -3.376 0.1651
H 1.860 1.573 -2.711 0.3684
H 2.936 0.031 -4.214 0.3971
H 2.990 1.670 -4.893 0.1828
H 0.961 0.978 -6.142 0.0695
H 1.956 -0.362 -7.774 0.3741
H 3.296 -0.684 -6.687 0.3948
H 3.976 0.892 -8.342 0.3533
H 3.947 1.782 -6.839 0.3401
H 2.480 3.433 -6.530 0.2737
H 0.878 2.813 -7.042 0.1448
H 1.676 4.073 -7.971 0.3095
C 5.414 -3.305 3.839 -0.7084
O 4.964 -3.698 5.124 -0.3374
C 5.432 -2.862 6.177 -0.8026
C 4.292 -2.045 6.768 -0.1939
N 3.831 -1.022 5.832 -0.3202
C 2.574 -0.382 6.221 -0.7253
C 1.321 -1.258 6.314 -0.4940
O 0.867 -1.757 5.067 -0.3583
C 1.509 -2.944 4.626 -0.5675
H 5.157 -4.099 3.138 0.2352
H 4.926 -2.383 3.511 0.2972
H 6.500 -3.173 3.827 0.3372
H 6.255 -2.219 5.851 0.3982
H 5.820 -3.524 6.956 0.3937
H 4.637 -1.559 7.686 0.3937
H 3.489 -2.743 7.029 0.1711
H 3.699 -1.447 4.924 0.0569
H 2.380 0.396 5.477 0.3717
H 2.724 0.128 7.178 0.4098
H 0.514 -0.621 6.687 0.3477
H 1.425 -2.069 7.043 0.3388
H 1.802 -3.592 5.456 0.3484
H 2.377 -2.703 4.008 0.1429
H 0.807 -3.491 3.995 0.2774
```